Entry 1:
8
Properties=species:S:1:pos:R:3 method="wB97M-V/def2-TZVPD" charge=+4 e_tot_ev=-72188.592 spin_multiplicity=4 homo_lumo_gap_ev="4.448 / 6.826"
Ni -2.563 -1.345 -1.806
Pb 1.762 3.668 -0.223
Pb 2.310 -2.881 -0.750
Cl -0.350 0.105 0.544
O -1.398 -0.281 -0.172
O -0.567 0.339 1.932
O 0.640 -0.951 0.480
O 0.166 1.347 -0.005

Entry 2:
3
Properties=species:S:1:pos:R:3 method="wB97M-V/def2-TZVPD" e_tot_ev=-16611.741 spin_multiplicity=4 homo_lumo_gap_ev="12.893 / 8.014"
Cl -1.117 0.476 -1.524
O 0.824 -0.659 1.115
O 0.293 0.182 0.409

Entry 3:
6
Properties=species:S:1:pos:R:3 method="wB97M-V/def2-TZVPD" charge=+1 e_tot_ev=-43805.866 spin_multiplicity=5 homo_lumo_gap_ev="7.078 / 7.978"
Ti 1.361 0.480 -2.196
Cl -0.260 -0.179 0.324
O -0.711 1.016 -0.359
O 0.921 -0.827 -0.122
O 0.071 0.550 1.555
O -1.382 -1.040 0.799

Entry 4:
4
Properties=species:S:1:pos:R:3 method="wB97M-V/def2-TZVPD" e_tot_ev=-43480.776 homo_lumo_gap_ev="6.306 / 6.169" de_lowest_kj_mol=160.1
P 0.151 -0.145 0.303
S 1.401 1.106 0.899
S -1.876 0.420 -0.252
Cl 0.057 -1.748 -1.142

Entry 5:
2
Properties=species:S:1:pos:R:3 method="wB97M-V/def2-TZVPD" e_tot_ev=-15764.581 spin_multiplicity=4 homo_lumo_gap_ev="9.384 / 6.945" de_lowest_kj_mol=5.3
Pt -1.097 0.329 -0.666
Cl 1.097 -0.329 0.666

Entry 6:
3
Properties=species:S:1:pos:R:3 method="wB97M-V/def2-TZVPD" charge=+3 e_tot_ev=-18967.873 spin_multiplicity=5 homo_lumo_gap_ev="8.261 / 6.273" de_lowest_kj_mol=0.0
Pt 2.418 -0.661 0.972
Pt -2.414 0.208 -1.208
Cl -0.005 0.452 0.236

Entry 7:
2
Properties=species:S:1:pos:R:3 method="wB97M-V/def2-TZVPD" charge=+2 e_tot_ev=-13543.633 homo_lumo_gap_ev=7.405 de_lowest_kj_mol=61.3
Y -0.299 -1.338 -0.002
Cl 0.299 1.338 0.002

Entry 8:
2
Properties=species:S:1:pos:R:3 method="wB97M-V/def2-TZVPD" charge=+1 e_tot_ev=-60926.750 homo_lumo_gap_ev=4.030 de_lowest_kj_mol=439.6
Zn -1.533 -0.915 -1.073
Cl 1.533 0.915 1.073

Entry 9:
29
Properties=species:S:1:pos:R:3 method="wB97M-V/def2-TZVPD" charge=-2 e_tot_ev=-156075.519 spin_multiplicity=4 homo_lumo_gap_ev="5.391 / 3.596" de_lowest_kj_mol=739.4
Co 0.765 -0.966 0.476
I 2.670 -4.037 2.241
N -2.674 -1.181 0.438
S -3.909 -2.287 0.758
O -3.988 -3.426 -0.164
O -5.002 -2.004 1.630
F -3.014 -3.062 1.886
S -3.804 -0.292 -0.187
O -4.249 0.751 0.704
O -4.776 -0.836 -1.197
F -2.783 0.521 -1.209
N 1.606 1.695 2.632
S 0.668 2.631 3.636
O -0.147 3.679 2.972
O 1.035 3.022 5.040
F -0.376 1.480 3.885
S 2.762 2.651 2.886
O 3.549 2.497 4.117
O 2.715 3.959 2.255
F 3.785 1.956 1.939
N 1.526 -0.694 -2.796
S 1.107 -1.796 -4.083
O 2.226 -2.378 -4.841
O -0.113 -1.451 -4.775
F 0.718 -2.992 -3.058
S 2.247 0.259 -3.734
O 1.562 0.787 -4.916
O 3.670 -0.031 -3.823
F 2.223 1.544 -2.709

Entry 10:
7
Properties=species:S:1:pos:R:3 method="wB97M-V/def2-TZVPD" charge=+2 e_tot_ev=-75848.481 spin_multiplicity=9 homo_lumo_gap_ev="9.592 / 11.071"
Cr 1.710 -10.708 -10.487
Cr -1.719 -7.714 -8.007
S 0.123 -9.302 -8.988
O -1.039 -8.627 -9.636
O -0.095 -8.820 -7.600
O 0.123 -10.768 -9.204
O 1.420 -8.943 -9.627